Here is 9 unconnected molecules or ions with the total composition C36H93ClN5O17 at a distorted geometry from the Open Molecules 2025 dataset. Energies are from ωB97M-V/def2-TZVPD.

Element x y z (Å)
Cl (-1.832, 21.083, 0.101)
O (-3.106, 21.504, -0.404)
O (-0.879, 22.116, -0.062)
O (-1.872, 20.635, 1.520)
O (-1.285, 19.976, -0.679)
C (-0.020, 17.756, 4.694)
C (-1.415, 18.295, 4.779)
O (-1.478, 19.157, 5.870)
H (0.438, 17.503, 5.651)
H (0.653, 18.484, 4.242)
H (0.027, 16.891, 4.033)
H (-2.202, 17.554, 4.925)
H (-1.662, 18.844, 3.870)
H (-0.958, 19.913, 5.589)
C (-3.932, 20.061, -4.348)
C (-3.945, 19.044, -3.194)
O (-2.762, 18.272, -3.317)
H (-3.779, 19.582, -5.315)
H (-3.114, 20.772, -4.234)
H (-4.806, 20.711, -4.395)
H (-4.827, 18.407, -3.249)
H (-3.994, 19.570, -2.240)
H (-2.908, 17.598, -3.985)
C (-5.825, 18.070, 1.196)
C (-5.125, 19.211, 1.934)
O (-5.788, 19.639, 3.132)
H (-6.833, 18.411, 0.962)
H (-5.876, 17.180, 1.823)
H (-5.340, 17.800, 0.258)
H (-4.997, 20.127, 1.357)
H (-4.111, 18.878, 2.157)
H (-5.482, 20.525, 3.338)
C (-1.872, 17.227, 0.731)
O (-0.889, 16.648, -0.117)
C (-0.242, 15.417, 0.380)
C (1.107, 15.120, -0.389)
N (0.878, 15.317, -1.837)
C (2.129, 14.910, -2.502)
C (2.113, 15.271, -4.008)
O (2.147, 16.710, -4.097)
C (2.205, 17.182, -5.436)
H (-2.580, 17.876, 0.216)
H (-1.418, 17.842, 1.508)
H (-2.434, 16.414, 1.191)
H (-0.877, 14.536, 0.288)
H (-0.036, 15.695, 1.414)
H (1.193, 14.092, -0.035)
H (1.961, 15.618, 0.070)
H (0.183, 14.640, -2.119)
H (2.250, 13.833, -2.382)
H (3.040, 15.312, -2.058)
H (1.288, 14.860, -4.589)
H (3.089, 14.966, -4.384)
H (1.305, 16.855, -5.957)
H (3.064, 16.865, -6.027)
H (2.200, 18.271, -5.397)
C (1.290, 21.648, 9.635)
O (1.728, 21.706, 8.234)
C (1.302, 20.584, 7.452)
C (1.394, 20.951, 5.953)
N (0.197, 21.527, 5.422)
C (0.396, 21.979, 4.022)
C (-0.455, 23.247, 3.799)
O (0.058, 24.370, 4.536)
C (-0.748, 25.564, 4.320)
H (1.637, 22.468, 10.264)
H (1.744, 20.752, 10.058)
H (0.217, 21.490, 9.743)
H (0.313, 20.249, 7.767)
H (1.987, 19.799, 7.773)
H (1.628, 20.058, 5.373)
H (2.267, 21.599, 5.881)
H (-0.007, 22.385, 5.914)
H (0.138, 21.198, 3.307)
H (1.456, 22.205, 3.909)
H (-1.474, 22.978, 4.077)
H (-0.464, 23.530, 2.747)
H (-0.398, 26.360, 4.977)
H (-1.830, 25.448, 4.385)
H (-0.549, 25.789, 3.272)
C (-0.156, 27.065, -3.443)
O (-1.384, 26.320, -3.486)
C (-1.186, 24.963, -3.307)
C (-2.419, 24.174, -2.790)
N (-3.516, 24.341, -3.791)
C (-4.798, 23.906, -3.223)
C (-5.880, 24.174, -4.330)
O (-6.086, 25.585, -4.421)
C (-7.372, 25.955, -4.976)
H (0.287, 27.191, -2.455)
H (-0.250, 28.058, -3.882)
H (0.718, 26.647, -3.942)
H (-0.377, 24.749, -2.608)
H (-0.835, 24.503, -4.230)
H (-2.750, 24.518, -1.810)
H (-2.128, 23.127, -2.707)
H (-3.634, 25.323, -3.995)
H (-5.127, 24.350, -2.284)
H (-4.749, 22.818, -3.167)
H (-6.777, 23.691, -3.942)
H (-5.481, 23.694, -5.223)
H (-7.531, 25.439, -5.924)
H (-7.363, 27.034, -5.129)
H (-8.202, 25.788, -4.290)
C (-8.712, 24.601, -1.063)
O (-8.268, 24.292, 0.217)
C (-7.799, 25.393, 0.968)
C (-7.697, 25.093, 2.395)
N (-6.420, 24.531, 2.895)
C (-5.992, 23.321, 2.188)
C (-4.747, 22.738, 2.851)
O (-5.095, 21.942, 3.981)
C (-3.971, 21.555, 4.714)
H (-9.406, 25.433, -0.938)
H (-9.194, 23.744, -1.534)
H (-7.839, 24.923, -1.631)
H (-8.491, 26.228, 0.855)
H (-6.822, 25.686, 0.585)
H (-8.417, 24.300, 2.599)
H (-7.995, 26.029, 2.867)
H (-6.533, 24.193, 3.840)
H (-5.698, 23.599, 1.176)
H (-6.742, 22.533, 2.252)
H (-4.063, 23.564, 3.044)
H (-4.169, 22.100, 2.182)
H (-3.530, 22.447, 5.159)
H (-3.225, 20.979, 4.167)
H (-4.177, 20.918, 5.574)
C (-0.910, 19.122, -6.137)
O (-0.499, 19.535, -4.826)
C (0.183, 20.774, -4.775)
C (0.896, 21.133, -3.447)
N (1.758, 19.987, -3.169)
C (2.554, 20.211, -1.950)
C (3.078, 18.929, -1.299)
O (2.033, 18.152, -0.711)
C (1.673, 18.544, 0.623)
H (-1.341, 18.125, -6.042)
H (-0.150, 19.073, -6.917)
H (-1.707, 19.768, -6.505)
H (-0.399, 21.652, -5.056)
H (0.866, 20.888, -5.616)
H (0.176, 21.392, -2.671)
H (1.543, 21.979, -3.680)
H (2.423, 19.838, -3.914)
H (2.067, 20.807, -1.179)
H (3.386, 20.843, -2.263)
H (3.869, 19.200, -0.600)
H (3.552, 18.318, -2.067)
H (0.971, 17.814, 1.029)
H (1.121, 19.484, 0.626)
H (2.523, 18.570, 1.304)

The HOMO-LUMO gap comes out at 8.264 eV. The total charge is -1. The calculation puts the largest force on an atom at 0.0733 hartree/bohr. Its multiplicity is 1.

=====

Here is 2 unconnected molecules or ions with the total composition C10H15NO3S at a distorted geometry from the Open Molecules 2025 dataset. Energies are from ωB97M-V/def2-TZVPD.

Element x y z (Å)
C (3.699, 0.454, 0.447)
C (3.337, -0.882, 0.061)
C (2.586, 1.221, 0.354)
C (2.009, -0.929, -0.157)
C (0.425, 0.736, -0.638)
C (-3.080, 1.625, 0.675)
C (-1.937, -1.482, -1.480)
C (-1.660, -1.186, 0.927)
C (-2.754, 0.682, -0.413)
C (-2.127, -0.529, -0.322)
N (1.608, 0.393, -0.132)
O (4.221, -2.008, 0.092)
O (2.346, 2.477, 0.583)
O (1.209, -1.915, -0.569)
S (-0.025, 2.322, -0.372)
H (4.728, 0.890, 0.643)
H (-3.495, 1.198, 1.486)
H (-2.090, 1.926, 1.068)
H (-3.754, 2.451, 0.310)
H (-0.869, -1.661, -1.441)
H (-2.379, -1.035, -2.309)
H (-2.370, -2.370, -1.257)
H (-1.749, -0.394, 1.771)
H (-2.419, -2.072, 1.142)
H (-0.700, -1.548, 0.810)
H (-1.257, 2.070, -1.127)
H (-3.188, 0.980, -1.359)
H (4.760, -1.690, 0.798)
H (3.265, 2.969, 0.771)
H (1.658, -2.691, -0.362)

The HOMO-LUMO gap comes out at 7.977 eV. The total charge is 0. The calculation puts the largest force on an atom at 0.0936 hartree/bohr. Its multiplicity is 1.

=====

Here is C6H13N5 in the gas phase at a distorted geometry from the Open Molecules 2025 dataset. Energies are from ωB97M-V/def2-TZVPD.

Element x y z (Å)
C (-1.640, 2.381, -0.383)
C (-0.606, 1.508, -1.107)
N (0.385, 1.056, -0.130)
C (0.523, -0.212, 0.134)
N (1.414, -0.576, 1.140)
C (2.299, 0.386, 1.848)
C (1.538, -2.007, 1.495)
N (-0.251, -1.191, -0.428)
C (-1.092, -0.832, -1.317)
N (-1.817, -1.764, -1.941)
N (-1.359, 0.385, -1.649)
H (-2.450, 2.751, -1.016)
H (-1.106, 3.252, 0.026)
H (-2.003, 1.768, 0.427)
H (-0.116, 2.037, -1.910)
H (2.962, 0.895, 1.137)
H (1.706, 1.127, 2.388)
H (2.928, -0.090, 2.588)
H (2.438, -2.183, 2.109)
H (0.686, -2.342, 2.088)
H (1.636, -2.643, 0.618)
H (-2.797, -1.539, -1.978)
H (-1.569, -2.665, -1.555)
H (-1.710, 0.497, -2.586)

The HOMO-LUMO gap comes out at 8.510 eV. The total charge is 0. The calculation puts the largest force on an atom at 0.0645 hartree/bohr. Its multiplicity is 1. Its structure (SMILES) is C[C@H]1N=C(N(C)C)N=C(N)N1.

=====

Here is 2 unconnected molecules or ions with the total composition C2H11N3O at a distorted geometry from the Open Molecules 2025 dataset. Energies are from ωB97M-V/def2-TZVPD.

Element x y z (Å)
N (-4.075, -0.168, 1.095)
C (-2.730, 0.004, 0.549)
N (-2.481, -0.402, -0.846)
H (-4.355, -1.130, 0.910)
H (-4.744, 0.384, 0.560)
H (-2.144, -0.667, 1.195)
H (-2.380, 1.015, 0.740)
H (-1.552, -0.800, -0.902)
H (-3.117, -1.161, -1.075)
N (3.429, -0.239, -1.351)
C (3.781, 0.650, -0.233)
O (3.002, 0.302, 0.884)
H (2.483, 0.036, -1.598)
H (3.348, -1.120, -0.841)
H (3.655, 1.693, -0.549)
H (4.866, 0.594, -0.078)
H (3.012, 1.009, 1.539)

The HOMO-LUMO gap comes out at 10.025 eV. The total charge is 0. The calculation puts the largest force on an atom at 0.0335 hartree/bohr. Its multiplicity is 1. Its structure (SMILES) is NCN.NCO.

=====

These records have relative energy (zero: lowest compared OMol25 entry of this formula, charge and spin) values of 211.7; 532.3; 46.2; 40.0 kJ/mol, in the order they appear.